1.
Molecular formula: C25H29F7O22
Method: DFT, the ωB97M-V functional and the def2-TZVPD basis

Output
multiplicity	1
HOMO energy	-10.38	eV
relative energy (zero: lowest compared OMol25 entry of this formula, charge and spin)	437.9	kJ/mol
frontier orbital gap	10.17	eV
E_LUMO	-0.21	eV
SMILES	O=C1OC[C@@H](F)O1.O=C1OC[C@@H](F)O1.O=C1OC[C@@H](F)O1.O=C1OC[C@@H](F)O1.O=C1OC[C@@H](F)O1.O=C1OC[C@@H](F)O1.O=C1OC[C@@H](F)O1.C1CCOC1

```
83
Properties=species:S:1:pos:R:3:forces:R:3
O 2.637 -4.973 6.308 -1.90 2.05 -2.51
C 1.769 -4.528 5.566 1.83 -2.05 1.85
O 0.476 -4.787 5.787 -0.61 -1.01 0.38
C -0.348 -4.231 4.769 0.19 0.26 0.85
C 0.673 -3.889 3.725 -0.16 0.74 -1.12
F 0.426 -2.630 3.274 -0.18 0.78 -0.43
O 1.882 -3.857 4.372 1.45 -0.48 1.40
H -1.163 -4.865 4.422 0.30 -0.25 0.33
H -0.722 -3.337 5.268 -0.43 0.29 -0.78
H 0.808 -4.499 2.832 -0.50 -0.34 0.08
O 3.208 3.657 4.749 0.85 -0.23 -0.67
C 3.414 3.205 3.652 0.22 2.14 3.86
O 4.521 3.328 2.952 1.56 0.05 -0.22
C 4.287 2.902 1.618 -1.25 1.52 -0.41
C 2.979 2.144 1.778 0.99 0.40 -0.62
F 3.375 0.864 1.864 -0.51 -2.07 0.46
O 2.472 2.582 3.024 -1.79 -1.95 -3.06
H 4.033 3.791 1.040 0.46 0.22 -0.23
H 5.121 2.380 1.150 -0.26 -0.19 0.39
H 2.278 2.239 0.948 -0.25 -0.01 0.40
O -4.123 -3.239 -3.458 1.10 0.83 -2.16
C -3.394 -2.595 -4.196 -2.33 -0.81 2.41
O -3.587 -2.137 -5.389 -4.17 -0.25 -3.62
C -2.752 -1.101 -5.882 0.31 -1.03 0.65
C -1.688 -1.242 -4.795 1.22 0.38 -0.26
F -1.328 -0.045 -4.224 -0.62 -0.21 0.25
O -2.254 -2.126 -3.826 4.34 1.84 1.45
H -2.477 -1.375 -6.901 0.55 -0.26 0.27
H -3.233 -0.132 -6.012 -0.27 0.01 0.88
H -0.742 -1.628 -5.175 -0.12 -0.45 0.18
O -6.306 5.202 0.070 2.27 -2.64 2.37
C -5.482 4.508 0.654 -0.08 2.12 -1.44
O -4.127 4.875 0.763 -1.98 -0.21 -1.65
C -3.366 3.779 1.174 -0.37 -0.44 2.43
C -4.431 2.682 1.523 1.63 0.67 -0.07
F -4.412 2.304 2.815 0.23 -0.01 1.16
O -5.655 3.304 1.318 -0.48 0.59 -1.67
H -2.553 3.363 0.578 -0.45 0.53 -0.93
H -2.902 4.169 2.080 0.24 -0.64 0.35
H -4.180 1.765 0.989 -1.00 0.08 -0.55
O 6.406 -4.558 3.040 -1.77 4.34 1.21
C 5.830 -3.450 3.165 6.87 -4.69 -3.38
O 4.639 -3.254 3.458 -3.59 0.55 0.48
C 4.240 -2.093 2.758 -1.06 2.58 0.42
C 5.546 -1.207 2.770 -3.33 -2.44 0.97
F 5.502 -0.657 4.046 1.15 0.23 -0.42
O 6.458 -2.265 2.644 0.12 0.33 0.89
H 3.850 -2.238 1.751 0.39 -0.74 -0.13
H 3.423 -1.656 3.332 0.21 0.18 0.01
H 5.474 -0.408 2.031 1.04 -0.31 -0.07
O -4.707 3.298 -2.072 -0.15 -0.44 0.54
C -5.046 2.167 -2.189 0.56 0.21 -1.49
O -5.327 1.569 -3.372 -0.59 -1.15 0.01
C -5.940 0.303 -3.000 -0.70 -0.53 -2.26
C -5.358 -0.024 -1.714 -0.84 0.36 -0.09
F -4.160 -0.627 -1.886 0.66 -0.52 0.23
O -5.136 1.237 -1.226 0.31 0.85 3.15
H -7.025 0.410 -3.027 0.05 0.15 0.34
H -5.707 -0.612 -3.545 0.28 0.66 -1.36
H -6.056 -0.674 -1.185 0.49 0.29 0.92
O 4.466 0.851 -1.320 -2.74 1.23 -2.18
C 3.781 1.061 -2.320 4.00 -1.57 0.43
O 3.479 2.260 -2.887 -0.09 1.22 3.24
C 3.136 2.141 -4.239 -0.26 -1.59 0.60
C 2.598 0.705 -4.111 0.91 1.29 1.68
F 2.694 0.122 -5.208 0.06 -3.17 -6.01
O 3.579 0.059 -3.275 -1.61 2.18 1.85
H 2.409 2.840 -4.651 0.08 0.22 0.66
H 4.110 2.219 -4.722 -0.37 -0.41 -0.91
H 1.577 0.536 -3.769 -0.08 0.64 0.85
C -1.147 0.021 0.176 -1.19 -0.43 0.85
C -0.408 -1.279 0.344 1.39 -0.69 0.30
C 1.075 -0.785 0.149 0.29 -1.57 -0.64
O 1.012 0.530 -0.306 0.88 1.62 0.20
C -0.277 0.798 -0.739 -1.21 1.07 0.04
H -1.147 0.472 1.168 0.11 0.35 0.07
H -2.201 -0.029 -0.096 0.09 -0.26 -0.40
H -0.538 -2.069 -0.396 -0.60 0.27 -0.21
H -0.617 -1.727 1.315 0.28 0.06 -0.03
H 1.561 -1.293 -0.683 -0.18 -0.84 -0.08
H 1.807 -0.897 0.948 -0.51 0.37 0.51
H -0.492 0.519 -1.770 0.34 -0.08 -0.37
H -0.497 1.856 -0.594 0.30 0.23 -0.39
```
Positions in Å, forces in eV/Å.

2.
Molecular formula: C25H29FN4O4
Method: DFT, the ωB97M-V functional and the def2-TZVPD basis

Output
multiplicity	1
HOMO energy	-8.09	eV
relative energy (zero: lowest compared OMol25 entry of this formula, charge and spin)	2107.9	kJ/mol
frontier orbital gap	7.84	eV
E_LUMO	-0.25	eV

```
63
Properties=species:S:1:pos:R:3:forces:R:3
C 5.705 3.690 4.103 -0.23 2.41 -3.48
C 5.364 2.266 3.823 0.09 -3.56 1.56
C 6.296 1.586 2.692 4.36 0.64 12.06
C 6.167 0.174 2.624 -1.89 -1.57 5.87
N 4.918 0.055 2.075 -6.75 -0.81 3.09
C 4.759 -0.648 0.984 -4.91 1.11 -0.65
O 5.658 -1.012 0.355 5.33 -2.77 -3.89
C 3.358 -0.806 0.383 -0.97 1.22 3.60
C 3.160 -1.407 -0.797 -5.20 1.71 3.13
N 1.831 -1.622 -1.270 9.41 -1.53 -6.10
C 0.807 -1.517 -0.641 -6.29 5.29 9.68
C -0.405 -1.640 -1.150 -4.85 2.10 3.15
C -1.718 -1.053 -0.354 1.77 -6.41 -7.54
C -1.546 -0.707 0.855 1.83 4.32 5.45
C -0.235 -0.277 1.299 -3.34 -3.91 -2.89
C 0.900 -0.762 0.826 -0.59 -1.07 -4.60
C 2.108 -0.319 1.411 2.98 -3.51 -4.85
O 2.271 0.120 2.499 0.16 1.39 2.30
H -0.242 0.095 2.195 0.16 2.80 4.97
F -2.594 -0.288 1.680 0.81 -0.30 -0.51
N -2.857 -1.537 -0.946 -1.69 0.02 6.25
C -3.023 -1.848 -2.225 -4.11 18.60 1.01
H -2.395 -1.112 -2.828 -0.52 -0.78 0.36
C -4.516 -1.422 -2.593 1.89 -0.16 -7.22
N -4.878 -0.156 -2.221 -0.62 -3.29 12.37
C -5.314 1.011 -2.634 1.36 -5.14 4.25
O -5.106 1.285 -3.698 1.73 2.75 -13.24
C -5.768 2.043 -1.944 -3.03 9.08 6.82
C -5.907 3.396 -2.165 0.72 2.14 -8.14
C -6.570 4.171 -1.177 1.30 4.54 -4.45
C -6.625 3.240 -0.306 -4.03 3.36 9.12
O -6.129 2.175 -0.612 1.07 -9.88 1.51
H -7.057 3.383 0.775 0.98 -0.79 -2.03
H -6.773 5.326 -1.195 0.28 -2.91 0.15
H -5.671 3.821 -3.231 -0.36 -0.77 2.18
C -5.023 -0.533 -0.599 2.69 7.00 1.48
H -5.995 -0.373 -0.287 -2.49 -1.20 0.22
H -4.629 0.355 0.191 -0.39 -1.37 -2.72
C -4.155 -1.642 -0.169 0.35 -2.41 1.28
H -3.902 -1.808 0.949 -0.67 1.24 -1.88
H -4.855 -2.518 -0.301 1.85 -0.38 -0.70
H -5.153 -2.319 -2.384 -0.28 1.26 -0.41
H -4.478 -0.970 -3.693 0.09 -3.16 0.42
H -2.874 -2.594 -2.581 3.23 -16.90 -6.65
H -0.533 -2.146 -2.042 -0.85 -0.56 -1.45
C 1.664 -2.261 -2.587 7.82 -2.92 2.20
C 1.530 -3.768 -2.341 6.35 1.18 -4.28
H 1.443 -4.202 -3.318 -0.25 -0.43 -0.81
H 2.485 -4.278 -1.991 -0.87 1.15 -0.09
H 0.832 -4.163 -1.827 -5.35 -1.89 3.97
H 1.004 -1.915 -3.232 -3.33 2.18 -2.31
H 2.752 -2.139 -3.154 -2.81 -0.19 1.31
H 3.804 -1.712 -1.475 3.64 -1.29 -2.62
H 3.980 0.117 2.724 2.93 0.15 -2.18
H 6.796 -0.278 2.036 3.79 -2.24 -3.24
H 6.235 -0.564 3.711 -0.05 2.66 -2.68
H 7.505 1.893 3.084 -3.10 -0.88 -0.67
H 6.318 2.083 1.916 -0.60 4.30 -8.28
H 5.638 1.638 4.775 -0.32 1.04 -1.43
H 4.237 1.965 3.764 1.84 1.16 -0.53
H 5.075 4.264 4.758 -0.54 -0.24 0.51
H 6.732 3.860 4.429 0.03 -0.33 -0.09
H 5.593 4.301 3.051 0.42 -1.26 2.36
```
Positions in Å, forces in eV/Å.

3.
Molecular formula: C25H29IN3O8PS6W
Method: DFT, the ωB97M-V functional and the def2-TZVPD basis

Output
multiplicity	2
HOMO energy (spin up / spin down)	-4.61 / -4.61	eV
relative energy (zero: lowest compared OMol25 entry of this formula, charge and spin)	202.5	kJ/mol
frontier orbital gap (spin up / spin down)	6.14 / 6.49	eV
E_LUMO (spin up / spin down)	1.53 / 1.88	eV
charge	-1

```
74
Properties=species:S:1:pos:R:3:forces:R:3
W 0.577 0.484 0.176 0.26 1.56 -1.62
C -5.288 -2.671 -1.695 -0.18 1.21 1.04
C -3.833 -2.978 -1.508 -0.77 0.55 0.60
O -3.254 -1.789 -0.959 0.56 0.78 -0.22
P -2.501 -1.792 0.443 0.24 0.25 0.28
S -1.376 -3.362 0.580 -0.09 0.06 0.48
S -1.757 0.107 0.952 -0.58 -0.84 -0.63
O -3.821 -1.721 1.378 -0.15 -0.83 0.78
C -3.743 -2.281 2.721 -0.02 0.50 0.02
C -2.822 -1.439 3.597 -1.27 0.70 1.07
H -5.782 -3.515 -2.075 -0.86 -1.24 -0.62
H -5.414 -1.845 -2.369 -0.10 0.41 -0.51
H -5.784 -2.358 -0.744 0.57 -0.40 -0.54
H -3.335 -3.171 -2.441 0.28 -0.26 -0.37
H -3.778 -3.832 -0.845 0.63 -0.11 0.21
H -3.429 -3.322 2.641 0.17 0.03 -0.01
H -4.765 -2.264 3.151 0.42 0.05 -0.52
H -1.839 -1.261 3.181 -0.13 -0.01 -0.07
H -2.676 -1.948 4.567 -0.15 0.17 -0.27
H -3.361 -0.445 3.803 1.06 -1.26 -0.32
C 1.941 2.111 -4.092 -0.01 -0.49 0.60
C 1.238 1.845 -2.784 -1.34 0.85 -0.77
S 2.115 1.148 -1.457 0.09 0.15 -0.28
C -0.052 2.248 -2.628 0.37 -0.88 0.74
C -0.982 2.978 -3.536 0.93 1.26 -0.64
S -0.883 1.979 -1.129 0.36 -0.48 -0.02
H 2.009 1.206 -4.693 -0.29 -0.01 -0.29
H 2.963 2.386 -3.915 0.64 0.42 0.13
H 1.427 2.923 -4.595 0.12 -0.10 -0.36
H -1.975 2.590 -3.539 -0.59 -0.77 -0.06
H -0.645 3.118 -4.580 -0.08 -0.02 0.53
H -1.110 3.950 -3.033 0.06 0.15 -0.55
O -0.824 4.385 2.389 -0.70 1.04 0.26
C 0.161 4.294 3.286 -0.91 0.37 1.03
C 0.023 5.133 4.419 0.06 0.18 -0.18
C 0.936 5.156 5.457 -0.57 -0.62 -1.55
C 2.014 4.299 5.344 1.24 -0.31 0.54
C 2.167 3.479 4.240 -0.48 0.53 0.59
C 1.199 3.402 3.224 2.53 -0.99 -0.13
C 1.505 2.349 2.176 -0.54 1.46 1.19
O 0.557 2.111 1.321 -0.27 -0.12 0.68
N 2.642 1.745 2.207 0.06 -0.65 0.03
N 2.639 0.703 1.288 0.13 -0.64 -1.34
C 3.605 -0.167 1.380 0.08 0.38 -0.17
S 4.652 -0.066 2.737 0.70 0.33 1.01
C 5.646 -1.571 2.458 -0.34 0.54 0.19
C 5.768 -1.778 0.967 -0.74 1.30 0.22
S 4.069 -1.483 0.274 -0.20 0.13 -0.05
H -0.760 3.705 1.738 0.26 -1.08 -1.01
H -0.833 5.789 4.465 -0.19 0.01 -0.21
H 0.790 5.827 6.267 0.00 0.30 0.63
H 2.768 4.269 6.138 -0.18 0.04 -0.36
H 3.056 2.887 4.147 0.11 -0.36 0.04
H 5.167 -2.416 2.958 0.10 0.08 -0.05
H 6.587 -1.299 2.938 0.13 -0.41 -0.04
H 6.073 -2.772 0.712 -0.06 -0.64 -0.21
H 6.489 -1.072 0.544 -0.24 -0.02 -0.06
O 1.032 -1.101 1.202 -0.03 -1.97 -0.11
N 0.881 -1.359 2.462 1.33 -2.85 -0.21
O 0.346 -0.537 3.086 -1.20 2.47 1.78
I -2.708 -2.667 -7.045 -0.02 -0.37 -0.31
C -1.489 -2.561 -5.364 0.19 0.88 0.61
C -1.870 -1.597 -4.420 1.55 -1.33 -0.55
C -1.030 -1.411 -3.342 -0.77 -0.22 -0.52
C 0.138 -2.130 -3.154 0.09 0.14 0.35
C 0.531 -3.056 -4.112 0.01 -0.14 0.08
C -0.295 -3.262 -5.220 -0.38 0.05 0.20
C 0.873 -1.776 -1.867 -0.59 0.09 -0.34
O 2.016 -2.120 -1.642 -0.36 0.06 -0.02
O 0.091 -1.015 -1.128 1.23 -0.31 0.02
H -2.740 -1.020 -4.556 -0.92 0.56 -0.01
H -1.337 -0.726 -2.598 -0.12 0.65 0.55
H 1.451 -3.642 -3.998 -0.41 0.35 0.02
H -0.048 -4.006 -5.945 0.26 -0.31 -0.41
```
Positions in Å, forces in eV/Å.

4.
Molecular formula: C25H29InN4O3SSi
Method: DFT, the ωB97M-V functional and the def2-TZVPD basis

Output
multiplicity	1
HOMO energy	-8.41	eV
relative energy (zero: lowest compared OMol25 entry of this formula, charge and spin)	95.0	kJ/mol
frontier orbital gap	7.60	eV
E_LUMO	-0.81	eV

```
64
Properties=species:S:1:pos:R:3:forces:R:3
In 1.234 1.435 0.659 -0.02 -0.27 0.01
N -2.045 3.512 2.336 -0.43 -0.79 0.60
C -0.801 3.264 1.898 0.52 -0.86 1.67
S 0.173 2.107 2.865 -0.33 0.42 -0.86
N -0.369 4.031 0.945 -0.34 0.87 -0.51
N 0.802 3.668 0.454 0.85 -0.49 -0.58
C 1.582 4.456 -0.178 -1.15 0.61 -0.08
C 2.799 3.883 -0.742 1.45 1.22 0.06
C 3.673 4.655 -1.556 -0.53 -0.70 -0.52
C 4.916 4.089 -1.871 -0.93 0.49 0.02
C 5.231 2.837 -1.321 0.36 0.05 -0.70
C 4.307 2.127 -0.576 0.45 0.54 0.15
N 3.145 2.692 -0.270 -0.57 -0.85 0.25
H -2.547 2.783 2.848 0.52 0.54 -0.29
H -2.579 4.097 1.733 -0.48 0.34 -0.30
H 1.327 5.529 -0.282 0.23 -0.68 -0.08
H 3.306 5.578 -2.073 0.47 -0.82 0.86
H 5.535 4.671 -2.578 0.02 -0.76 0.65
H 6.164 2.345 -1.539 0.29 0.11 -0.08
H 4.554 1.131 -0.159 -0.35 0.85 -0.33
C 3.597 -1.727 -0.420 1.46 -1.53 0.65
C 2.810 -0.538 -0.068 -0.62 -0.25 -0.69
O 2.714 -0.160 1.117 -0.20 0.62 2.01
O 2.226 0.101 -0.967 -0.29 0.43 -0.57
H 3.513 -1.820 -1.508 0.67 -0.20 0.29
H 3.215 -2.686 0.048 0.14 1.26 -0.38
H 4.655 -1.603 0.030 -1.49 -0.23 -1.13
C -3.168 -0.489 -1.919 0.70 0.07 0.44
C -3.086 -0.502 -0.347 -1.34 1.56 -1.08
C -4.018 -1.568 0.213 -1.05 1.81 -1.30
C -3.547 0.875 0.191 0.07 0.83 0.53
Si -1.261 -0.663 0.082 0.82 -0.14 0.10
O -0.578 0.822 -0.090 0.14 -0.72 0.03
C -0.629 -1.914 -1.202 -0.47 -1.29 1.66
C -0.918 -3.315 -1.199 0.01 0.00 -0.35
C -0.688 -4.115 -2.333 0.46 1.18 1.31
C -0.145 -3.506 -3.452 -0.51 0.00 -0.05
C 0.197 -2.170 -3.447 0.10 -0.63 1.33
C 0.016 -1.413 -2.281 0.32 0.93 -2.42
C -0.992 -1.441 1.797 0.65 0.14 0.12
C -0.078 -2.520 2.015 -2.17 1.75 0.02
C -0.101 -3.192 3.214 -0.88 1.22 -0.02
C -0.993 -2.759 4.191 -0.56 0.15 0.57
C -1.894 -1.670 4.049 1.91 -1.77 -0.69
C -1.796 -0.987 2.864 -0.37 0.40 -0.71
H -4.147 -0.194 -2.314 -0.08 -0.04 0.35
H -2.918 -1.495 -2.328 -0.08 0.80 0.14
H -2.437 0.277 -2.266 -0.36 -0.65 -0.15
H -5.102 -1.453 -0.111 1.34 -0.16 0.01
H -4.013 -1.509 1.252 -0.02 -0.16 1.98
H -3.585 -2.455 -0.098 0.19 -2.36 -0.48
H -4.593 1.139 0.017 -0.38 -0.70 -0.12
H -3.055 1.778 -0.230 0.42 -0.81 0.31
H -3.427 0.868 1.301 -0.02 0.31 -0.69
H -1.330 -3.798 -0.311 0.02 0.26 -0.13
H -0.777 -5.189 -2.303 -0.45 -0.11 0.02
H -0.091 -4.105 -4.331 0.47 -0.24 -0.71
H 0.709 -1.754 -4.267 0.31 0.55 -1.03
H 0.290 -0.357 -2.364 -0.10 -0.35 0.39
H 0.555 -2.795 1.221 0.67 -0.51 -0.85
H 0.503 -4.053 3.312 0.64 -0.71 0.59
H -0.969 -3.281 5.127 -0.24 -0.34 0.40
H -2.671 -1.481 4.753 -0.05 0.34 0.67
H -2.399 -0.073 2.770 0.15 -0.53 -0.31
```
Positions in Å, forces in eV/Å.

For each record above, in turn, the calculated max |F| values are 0.1746 0.3709 0.0636 0.0541 hartree/bohr.